Entry 1:
DFT (wB97M-V/def2-TZVPD) results for C3H6O2 in the gas phase.

## Properties
SMILES string: OC[C@H]1CO1
F_max: 0.0134 Eh/bohr
gap between HOMO and LUMO: 11.333 eV
HOMO energy: -10.245 eV

```
! RIJCOSX wB97M-V def2-TZVPD def2/J DEFGRID3
* xyz 0 1
C 0.88922 0.35603 -0.58848
C -0.40478 0.45469 0.18547
C -1.68881 -0.01710 -0.35933
H 1.79830 -0.84632 0.60310
H 0.79775 -0.41428 -1.36455
H 1.09547 1.32798 -1.06803
H -0.34669 1.22083 0.98148
H -2.62245 0.35742 0.03772
H -1.77373 -0.40701 -1.37696
O 1.97111 0.04705 0.26886
O -0.93642 -0.79709 0.57630
*
```



Entry 2:
DFT (wB97M-V/def2-TZVPD) results for C3H6O2 in the gas phase.

## Properties
SMILES string: O=CCCO
F_max: 0.0093 Eh/bohr
gap between HOMO and LUMO: 10.504 eV
HOMO energy: -9.739 eV

```
! RIJCOSX wB97M-V def2-TZVPD def2/J DEFGRID3
* xyz 0 1
O -1.33040 0.68171 -0.68446
C -0.91301 -0.25949 0.28849
C 0.49935 -0.69509 -0.08655
C 1.39319 0.52433 -0.14113
O 2.03400 0.91435 0.80646
H -1.96588 1.28566 -0.28784
H -1.58146 -1.13186 0.31133
H -0.89961 0.18176 1.29437
H 0.47577 -1.19054 -1.06358
H 0.88945 -1.38723 0.66478
H 1.39859 1.07640 -1.10188
*
```



Entry 3:
DFT (wB97M-V/def2-TZVPD) results for C3H6O2 in the gas phase.

## Properties
SMILES string: O=CCCO
F_max: 0.0168 Eh/bohr
gap between HOMO and LUMO: 10.531 eV
HOMO energy: -9.802 eV

```
! RIJCOSX wB97M-V def2-TZVPD def2/J DEFGRID3
* xyz 0 1
O -1.70758 0.70036 -0.62500
C -0.84403 0.10089 0.32299
C 0.45981 -0.58336 -0.23409
C 1.57057 0.37499 0.04925
O 2.28968 0.29251 1.01746
H -2.42027 0.09182 -0.85568
H -1.28430 -0.73337 0.85373
H -0.60192 0.90583 1.03323
H 0.32661 -0.80960 -1.29739
H 0.68595 -1.52007 0.29992
H 1.60633 1.25572 -0.61779
*
```



Entry 4:
DFT (wB97M-V/def2-TZVPD) results for C3H6O2 in the gas phase.

## Properties
SMILES string: COCC=O
F_max: 0.0101 Eh/bohr
gap between HOMO and LUMO: 10.616 eV
HOMO energy: -9.614 eV

```
! RIJCOSX wB97M-V def2-TZVPD def2/J DEFGRID3
* xyz 0 1
C -1.33164 0.63011 0.50239
O -0.81552 -0.40068 -0.32157
C 0.47164 -0.86047 0.03228
C 1.46907 -0.10910 -0.83452
O 2.24087 0.71743 -0.41198
H -2.01004 0.20720 1.25443
H -0.54117 1.18835 1.01685
H -1.89084 1.32598 -0.12980
H 0.51633 -1.93568 -0.18240
H 0.70892 -0.68972 1.08887
H 1.39882 -0.33865 -1.91901
*
```



Entry 5:
DFT (wB97M-V/def2-TZVPD) results for a 2-piece molecular cluster, C3H6O2 overall.

## Properties
F_max: 0.0611 Eh/bohr
gap between HOMO and LUMO (alpha / beta): 7.988 / 8.318 eV
HOMO energy (alpha / beta): -6.984 / -9.714 eV

```
! RIJCOSX wB97M-V def2-TZVPD def2/J DEFGRID3
* xyz 0 3
C 2.48197 -0.02207 0.23225
C 1.53781 0.35631 -0.55243
C -2.18407 -0.33308 0.04691
O -0.27441 0.82562 0.55206
O -1.38978 0.80764 -0.20436
H 3.46682 -0.25629 -0.14768
H 2.33713 -0.11040 1.29371
H 1.23012 0.55821 -1.54786
H -2.12805 -0.61229 1.10254
H -1.87523 -1.17964 -0.57183
H -3.20231 -0.03400 -0.20333
*
```



Entry 6:
DFT (wB97M-V/def2-TZVPD) results for C3H6O2S in the gas phase.

## Properties
SMILES string: O=C(CO)CS
F_max: 0.0510 Eh/bohr
gap between HOMO and LUMO: 10.158 eV
HOMO energy: -9.746 eV

```
! RIJCOSX wB97M-V def2-TZVPD def2/J DEFGRID3
* xyz 0 1
C -1.04064 0.10993 1.17141
C 0.29398 -0.46863 0.74161
C 1.04607 -0.02562 -0.53773
H -1.19996 1.11190 -0.54128
H -1.85136 -0.60705 1.02173
H -0.93486 0.44100 2.20178
H 1.97836 -0.59999 -0.66739
H 1.32060 1.06087 -0.48182
H 1.02316 -0.49349 -2.80116
O -1.37768 1.30297 0.40158
O 0.71819 -1.36918 1.45226
S 0.02415 -0.46273 -1.96101
*
```



Entry 7:
DFT (wB97M-V/def2-TZVPD) results for C3H6O2S in the gas phase.

## Properties
F_max: 0.0833 Eh/bohr
gap between HOMO and LUMO (alpha / beta): 5.042 / 8.109 eV
HOMO energy (alpha / beta): -4.331 / -10.562 eV

```
! RIJCOSX wB97M-V def2-TZVPD def2/J DEFGRID3
* xyz 0 3
C 0.19873 1.72817 0.61810
C 0.56914 0.27761 0.47126
C -0.17986 -0.72785 -0.57282
O -1.47771 -0.98760 0.05324
O 0.50920 -1.80421 -0.98783
S 1.78387 1.45707 -0.14845
H -0.49102 2.37372 0.00572
H 0.42807 2.35837 1.53355
H 0.75057 -0.34749 1.30007
H -0.47405 -0.28556 -1.50674
H -2.01219 -1.58113 -0.47734
H 0.39525 -2.46110 -0.28877
*
```



Entry 8:
DFT (wB97M-V/def2-TZVPD) results for C3H6O2S2 in the gas phase.

## Properties
SMILES string: O=C(O)CCSS
F_max: 0.1031 Eh/bohr
gap between HOMO and LUMO: 9.622 eV
HOMO energy: -9.264 eV

```
! RIJCOSX wB97M-V def2-TZVPD def2/J DEFGRID3
* xyz 0 1
C -0.28931 -0.09488 0.05067
C -1.25956 -1.28658 -0.36627
O -2.58188 -0.88298 -0.26092
O -0.88350 -2.50610 -0.38763
C 1.18126 -0.19333 -0.27351
S 1.97826 1.39195 -0.54684
S 1.07443 3.03708 0.30254
H -0.37134 -0.38571 1.21395
H -0.88659 0.80743 -0.19387
H -2.94652 -1.74721 -0.46148
H 1.65157 -0.69361 0.65573
H 1.54129 -0.72602 -1.16159
H 1.79189 3.27994 1.42922
*
```



Entry 9:
DFT (wB97M-V/def2-TZVPD) results for a 2-piece molecular cluster, C3H6O3 overall.

## Properties
SMILES string: O=C=O.CCO
F_max: 0.0162 Eh/bohr
gap between HOMO and LUMO: 11.226 eV
HOMO energy: -10.579 eV

```
! RIJCOSX wB97M-V def2-TZVPD def2/J DEFGRID3
* xyz 0 1
O -0.86270 -0.32202 -0.66335
C 0.41419 -0.67567 -0.15027
C 0.34360 -1.17940 1.28123
O 0.46589 2.04426 -2.01504
C -0.52226 2.24012 -1.42987
O -1.49710 2.49455 -0.83986
H -1.36247 0.11085 0.04105
H 1.10703 0.17680 -0.22066
H 0.79612 -1.45627 -0.81533
H 1.32752 -1.50980 1.62967
H -0.35491 -2.01871 1.35777
H 0.00320 -0.38388 1.95666
*
```



Entry 10:
DFT (wB97M-V/def2-TZVPD) results for C3H6O3 in the gas phase.

## Properties
SMILES string: O=C(O)CCO
F_max: 0.0195 Eh/bohr
gap between HOMO and LUMO: 11.201 eV
HOMO energy: -10.490 eV

```
! RIJCOSX wB97M-V def2-TZVPD def2/J DEFGRID3
* xyz 0 1
O 1.14724 2.13391 -0.30901
C 0.47311 1.18610 -0.62030
O -0.48224 1.28589 -1.57634
C 0.59684 -0.23384 -0.12443
C -0.49306 -0.58279 0.88031
O -0.91202 -1.95449 0.79290
H -0.64460 2.22979 -1.70226
H 1.58365 -0.39188 0.28650
H 0.41711 -0.77034 -1.04103
H -1.41729 -0.03242 0.69881
H -0.15938 -0.37768 1.89411
H -0.10937 -2.49227 0.82072
*
```



Entry 11:
DFT (wB97M-V/def2-TZVPD) results for C3H6O3 in the gas phase.

## Properties
SMILES string: O=C[C@H](O)CO
F_max: 0.0161 Eh/bohr
gap between HOMO and LUMO: 11.118 eV
HOMO energy: -10.450 eV

```
! RIJCOSX wB97M-V def2-TZVPD def2/J DEFGRID3
* xyz 0 1
O -1.44243 0.79011 -0.33293
C -1.13101 -0.44904 0.25906
C 0.36616 -0.55830 -0.02185
O 0.54271 -0.29319 -1.41357
C 1.01631 0.58482 0.75831
O 1.98229 1.16012 0.31847
H -0.89606 0.72761 -1.15008
H -1.71731 -1.28015 -0.15776
H -1.34713 -0.41985 1.33901
H 0.83682 -1.52411 0.19308
H 1.26246 0.35702 -1.49255
H 0.52720 0.90497 1.70081
*
```



Entry 12:
DFT (wB97M-V/def2-TZVPD) results for C3H6O3 as an isolated structure.

## Properties
F_max: 0.1060 Eh/bohr
gap between HOMO and LUMO (alpha / beta): 8.082 / 8.082 eV
HOMO energy (alpha / beta): -7.711 / -7.710 eV

```
! RIJCOSX wB97M-V def2-TZVPD def2/J DEFGRID3
* xyz 0 1
C 1.12969 0.19058 0.24834
C -1.16779 -0.04625 -0.23881
C -0.11888 -0.48252 0.63634
O 1.79117 -0.44238 -0.77909
O 1.27480 1.53839 0.14716
O -2.43797 -0.01716 0.27433
H 1.40256 -1.32596 -0.92614
H 1.38454 1.76615 -0.78660
H -3.03355 -0.59760 -0.21784
H -0.97074 0.83437 -0.84712
H -0.06830 -1.53774 0.88803
H 0.81447 0.12012 1.60140
*
```



E_tot values, unit eV, following the record order: -7301.6322, -7302.5161, -7302.2477, -7301.9077, -7294.9547, -18137.5653, -18132.2995, -28972.9122, -9351.2930, -9350.7690, -9349.7143, -9345.3615.
ΔE to the lowest compared entry with this formula, charge and spin values, unit kJ/mol, following the record order: 197.41, 112.12, 138.02, 170.82, 331.73, 133.36, 184.46, 133.23, 2.29, 52.84, 154.61, 574.59.